96
Properties=species:S:1:pos:R:3 method="wB97M-V/def2-TZVPD" lumo_energy_ev="-3.66 / -3.67" charge=+1 fmax_ha_per_bohr=0.0385 relative_energy_kcal_mol=24.8 molar_mass_g_mol=987.2 s2=8.76 multiplicity=6
Sm -0.319 -0.667 0.383
O 0.218 3.755 1.405
C 0.014 2.455 1.489
O 0.692 1.635 0.891
C -1.138 2.027 2.326
C -1.936 2.877 3.096
C -3.050 2.333 3.714
C -3.347 0.982 3.538
C -2.478 0.205 2.775
N -1.396 0.722 2.200
C -2.572 -1.289 2.540
O -3.722 -1.895 2.764
O -1.566 -1.899 2.259
H 0.927 3.944 0.763
H -1.673 3.919 3.193
H -3.692 2.957 4.319
H -4.217 0.560 4.015
H -4.470 -1.291 2.871
C 1.642 -5.059 3.224
C 0.499 -4.059 3.027
C 0.678 -2.838 3.888
C 0.395 -2.942 5.243
C 0.529 -1.859 6.088
C 0.957 -0.645 5.585
C 1.248 -0.499 4.237
C 1.785 0.812 3.724
C 3.086 1.206 4.423
C 1.097 -1.598 3.379
N 1.302 -1.430 1.994
C 2.287 -2.051 1.417
C 2.466 -2.052 0.021
C 3.525 -2.623 -0.709
C 3.262 -2.375 -2.042
C 2.054 -1.669 -2.075
N 1.560 -1.459 -0.848
H 1.479 -5.941 2.610
H 1.702 -5.374 4.264
H 2.598 -4.621 2.950
H -0.435 -4.545 3.315
H 0.414 -3.784 1.971
H 0.065 -3.893 5.636
H 0.309 -1.962 7.137
H 1.078 0.197 6.249
H 1.043 1.605 3.882
H 1.971 0.729 2.650
H 2.914 1.452 5.468
H 3.528 2.074 3.939
H 3.794 0.383 4.379
H 3.036 -2.580 2.012
H 4.357 -3.149 -0.285
H 3.858 -2.660 -2.889
H 1.536 -1.312 -2.954
Se -2.722 2.146 -0.175
N -1.635 1.025 -0.975
C -1.981 0.974 -2.264
C -1.418 0.113 -3.224
C -1.867 0.196 -4.511
C -2.863 1.128 -4.892
C -3.450 1.962 -3.985
C -3.034 1.884 -2.641
N -3.538 2.594 -1.634
H -0.665 -0.601 -2.907
H -1.464 -0.465 -5.265
H -3.169 1.162 -5.927
H -4.212 2.675 -4.258
O -1.405 -2.269 -0.488
C -2.571 -1.803 -0.604
O -2.978 -0.853 0.126
C -3.417 -2.387 -1.683
C -2.927 -3.522 -2.326
C -3.625 -4.088 -3.371
C -4.823 -3.523 -3.779
C -5.316 -2.392 -3.147
C -4.619 -1.820 -2.096
H -1.988 -3.933 -1.986
H -3.239 -4.965 -3.867
H -5.367 -3.965 -4.598
H -6.250 -1.968 -3.482
H -4.989 -0.934 -1.600
C 4.578 2.592 -5.321
C 3.774 3.206 -4.231
C 3.852 4.520 -3.845
C 3.063 4.944 -2.751
N 2.256 4.124 -2.117
C 2.127 2.860 -2.525
S 1.010 1.805 -1.893
N 2.912 2.407 -3.569
C 3.106 6.349 -2.270
H 5.222 3.326 -5.798
H 3.923 2.154 -6.074
H 5.197 1.789 -4.918
H 4.507 5.210 -4.348
H 2.804 1.431 -3.826
H 3.780 6.956 -2.865
H 3.421 6.372 -1.229
H 2.106 6.773 -2.312


92
Properties=species:S:1:pos:R:3 method="wB97M-V/def2-TZVPD" lumo_energy_ev="-5.82 / -5.95" charge=+2 fmax_ha_per_bohr=0.0459 molar_mass_g_mol=852.4 s2=0.77 multiplicity=2
V 2.352 0.694 0.501
N 3.106 0.338 4.661
C 2.122 0.434 3.782
N 2.633 0.322 2.562
C 3.987 0.177 2.799
N 4.309 0.180 4.061
C 4.895 0.073 1.656
C 6.252 -0.163 1.751
N 7.027 -0.229 0.672
C 6.433 -0.046 -0.503
C 5.074 0.196 -0.618
N 4.287 0.252 0.467
H 3.052 0.380 5.668
H 1.084 0.571 4.043
H 6.716 -0.293 2.721
H 7.056 -0.091 -1.388
H 4.606 0.369 -1.576
N -2.526 -8.794 1.370
C -1.902 -7.865 1.107
C -1.121 -6.693 0.774
C -0.532 -5.940 1.783
C 0.216 -4.820 1.466
C 0.368 -4.451 0.139
C -0.216 -5.194 -0.873
C -0.956 -6.320 -0.554
N 1.121 -3.271 -0.201
C 1.635 -2.956 -1.437
C 2.183 -1.726 -1.321
N 1.999 -1.254 -0.022
C 1.377 -2.227 0.620
H -0.653 -6.238 2.816
H 0.694 -4.266 2.264
H -0.123 -4.898 -1.909
H -1.416 -6.906 -1.339
H 1.591 -3.622 -2.281
H 2.664 -1.137 -2.082
H 1.102 -2.202 1.659
C -6.166 3.204 2.019
C -4.788 2.720 1.650
C -4.307 2.828 0.354
C -3.050 2.360 -0.023
C -2.615 2.594 -1.446
C -2.260 1.758 0.964
Te -0.503 0.658 0.561
N 0.727 2.258 0.485
C 1.555 2.678 -0.478
O 2.349 1.792 -1.048
C 1.636 4.098 -0.832
C 0.750 5.018 -0.269
C 0.799 6.342 -0.667
C 1.721 6.747 -1.628
C 2.602 5.833 -2.191
C 2.561 4.507 -1.794
C -1.079 -0.411 -1.188
C -0.654 -0.209 -2.504
C 0.153 0.959 -3.007
C -1.044 -1.148 -3.456
C -1.814 -2.260 -3.148
C -2.189 -3.266 -4.207
C -2.231 -2.415 -1.831
C -1.879 -1.517 -0.832
C -2.420 -1.774 0.562
C -2.692 1.681 2.305
C -1.856 1.135 3.445
C -3.951 2.165 2.615
H -6.613 3.790 1.218
H -6.140 3.815 2.922
H -6.823 2.355 2.221
H -4.923 3.310 -0.398
H -3.143 3.453 -1.857
H -2.830 1.737 -2.087
H -1.552 2.815 -1.504
H 0.035 4.688 0.474
H 0.120 7.063 -0.231
H 1.750 7.783 -1.942
H 3.317 6.154 -2.936
H 3.243 3.785 -2.223
H 0.217 1.771 -2.297
H -0.311 1.355 -3.912
H 1.171 0.663 -3.266
H -0.738 -0.985 -4.487
H -2.464 -2.773 -5.139
H -3.024 -3.890 -3.890
H -1.344 -3.923 -4.429
H -2.867 -3.256 -1.569
H -2.993 -2.699 0.576
H -3.084 -0.971 0.892
H -1.631 -1.890 1.313
H -0.832 1.509 3.403
H -1.834 0.042 3.457
H -2.269 1.460 4.397
H -4.290 2.123 3.646


99
Properties=species:S:1:pos:R:3 method="wB97M-V/def2-TZVPD" lumo_energy_ev="1.76 / 1.43" charge=-1 fmax_ha_per_bohr=0.0354 molar_mass_g_mol=996.9 s2=0.78 multiplicity=2
Pb -0.994 -0.177 0.418
C 0.098 -3.914 -0.874
C 1.241 -3.072 -0.485
C 2.593 -3.459 -0.564
C 3.294 -2.400 -0.122
N 2.409 -1.434 0.228
N 1.145 -1.825 -0.016
B 2.775 -0.192 1.042
N 2.068 -0.181 2.410
C 2.394 0.662 3.403
C 1.515 0.423 4.449
C 0.643 -0.567 3.938
C -0.469 -1.302 4.624
N 0.977 -0.928 2.717
N 2.387 1.104 0.337
C 3.115 1.807 -0.545
C 2.459 2.969 -0.860
C 1.303 2.910 -0.038
C 0.217 3.945 0.024
N 1.262 1.801 0.668
N 4.321 -0.258 1.303
C 4.918 -0.991 2.274
C 6.257 -1.123 1.982
C 6.382 -0.438 0.737
C 7.595 -0.268 -0.141
N 5.224 0.039 0.338
H 0.104 -4.831 -0.254
H 0.220 -4.262 -1.888
H -0.882 -3.450 -0.785
H 2.892 -4.435 -0.929
H 4.349 -2.233 0.028
H 3.254 1.331 3.321
H 1.483 0.881 5.425
H -1.160 -0.648 5.166
H -0.057 -1.965 5.360
H -1.016 -1.872 3.875
H 4.084 1.458 -0.860
H 2.827 3.772 -1.481
H 0.654 4.963 -0.004
H -0.394 3.854 0.917
H -0.471 3.860 -0.815
H 4.307 -1.373 3.082
H 6.977 -1.616 2.602
H 8.463 -0.121 0.483
H 7.446 0.584 -0.813
H 7.749 -1.152 -0.755
C -5.814 -1.130 0.581
C -4.421 -1.077 -0.004
O -3.585 -0.324 0.482
C -4.171 -1.925 -1.147
C -3.104 -2.023 -1.989
C -3.221 -2.947 -3.179
N -1.976 -1.300 -1.809
N -1.081 -1.488 -2.760
C 0.034 -0.714 -2.551
O 0.097 0.251 -1.785
C 1.245 -1.169 -3.282
C 1.294 -2.253 -4.144
C 2.520 -2.695 -4.590
C 3.709 -2.064 -4.205
C 3.648 -0.952 -3.385
C 2.419 -0.498 -2.950
H -6.592 -1.128 -0.173
H -5.946 -0.256 1.211
H -5.945 -2.057 1.166
H -5.002 -2.603 -1.357
H -4.083 -3.590 -3.148
H -2.324 -3.547 -3.277
H -3.273 -2.333 -4.087
H 0.402 -2.767 -4.458
H 2.533 -3.580 -5.239
H 4.655 -2.461 -4.526
H 4.534 -0.427 -3.110
H 2.338 0.387 -2.327
C -2.580 3.059 3.920
C -1.892 2.135 3.090
N -2.124 2.062 1.807
C -3.036 2.865 1.225
C -3.761 3.821 1.966
C -3.486 3.909 3.351
C -4.689 4.662 1.288
C -4.923 4.525 -0.044
C -4.211 3.579 -0.824
C -4.375 3.487 -2.214
C -3.548 2.642 -2.921
C -2.600 1.881 -2.242
N -2.433 1.936 -0.932
C -3.200 2.773 -0.206
H -2.358 3.114 4.979
H -1.166 1.464 3.495
H -4.018 4.679 3.931
H -5.240 5.410 1.853
H -5.690 5.136 -0.559
H -5.145 4.099 -2.690
H -3.635 2.581 -4.007
H -1.956 1.207 -2.760
S -4.136 -4.286 2.106
C -2.776 -3.319 1.863
N -1.869 -2.631 1.648


103
Properties=species:S:1:pos:R:3 method="wB97M-V/def2-TZVPD" lumo_energy_ev=-0.17 charge=0 fmax_ha_per_bohr=0.0572 relative_energy_kcal_mol=30.8 molar_mass_g_mol=1179.4
La 0.830 -0.596 1.534
N 2.438 -2.849 2.246
C 3.448 -3.295 1.285
C 3.493 -2.468 0.010
N 3.276 -1.051 0.228
H 2.848 -2.517 3.120
H 1.865 -3.645 2.431
H 3.237 -4.332 0.959
H 4.452 -3.249 1.723
H 2.798 -2.800 -0.770
H 4.470 -2.635 -0.442
H 3.154 -0.533 -0.649
H 4.121 -0.640 0.675
O -1.591 -3.364 3.636
C -1.388 -2.887 2.543
O -1.298 -1.593 2.241
C -1.209 -3.895 1.402
C -1.620 -5.243 1.579
C -1.590 -6.125 0.516
C -1.038 -5.789 -0.702
C -0.602 -4.510 -0.869
C -0.585 -3.484 0.143
O 0.086 -2.416 -0.005
N -0.168 -4.160 -2.252
O -0.531 -3.114 -2.777
O 0.432 -5.086 -2.809
N -2.128 -7.431 0.727
O -2.618 -7.742 1.817
O -2.287 -8.117 -0.303
H -2.117 -5.474 2.530
H -0.927 -6.424 -1.577
N 3.489 5.672 1.482
C 3.399 4.328 1.309
C 3.585 3.432 2.411
C 3.241 2.121 2.279
N 2.695 1.659 1.116
C 2.611 2.404 0.027
C 3.040 3.732 0.037
H 3.828 6.024 2.370
H 3.246 6.296 0.732
H 3.884 3.836 3.394
H 3.259 1.410 3.088
H 2.084 1.990 -0.854
H 3.131 4.335 -0.903
N -3.398 -0.040 1.579
C -3.160 1.409 1.297
C -1.868 1.584 0.463
O -2.026 2.092 -0.697
O -0.823 1.101 0.929
H -4.119 -0.111 2.326
H -2.472 -0.573 1.860
H -3.725 -0.540 0.714
H -3.078 1.907 2.285
H -4.029 1.844 0.782
Br -0.617 -2.300 9.020
C -0.276 -0.774 8.037
C -0.354 0.511 8.598
C -0.119 1.622 7.718
C 0.269 1.463 6.398
C 0.431 0.171 5.915
C 0.150 -0.938 6.720
C 0.812 -0.004 4.429
O 0.461 0.834 3.561
O 1.480 -1.039 4.073
H -0.689 0.651 9.627
H -0.122 2.616 8.155
H 0.539 2.293 5.757
H 0.270 -1.995 6.334
S 0.785 -0.045 -1.893
Sb -0.595 1.388 -3.056
C -0.317 3.585 -2.798
C 0.792 4.389 -2.892
C 0.653 5.776 -2.745
C -0.590 6.318 -2.452
C -1.716 5.504 -2.376
C -1.574 4.138 -2.583
C 0.176 0.872 -5.036
C 0.479 -0.427 -5.351
C 1.404 -0.718 -6.348
C 2.009 0.301 -7.071
C 1.564 1.594 -6.849
C 0.643 1.888 -5.842
C -2.486 0.325 -3.229
C -2.736 -0.875 -2.544
C -3.919 -1.611 -2.739
C -4.851 -1.110 -3.638
C -4.594 0.089 -4.309
C -3.413 0.771 -4.121
H 1.769 3.984 -3.077
H 1.491 6.443 -2.888
H -0.646 7.374 -2.188
H -2.720 5.919 -2.301
H -2.429 3.476 -2.503
H 0.006 -1.240 -4.845
H 1.766 -1.724 -6.417
H 2.748 0.071 -7.862
H 2.072 2.401 -7.405
H 0.256 2.890 -5.643
H -1.945 -1.317 -1.896
H -4.089 -2.506 -2.176
H -5.802 -1.630 -3.787
H -5.303 0.490 -5.005
H -3.165 1.660 -4.695